This record from OMol25 describes C39H45N5PS2Ti as an isolated structure. The level of theory is ωB97M-V/def2-TZVPD.

Summary:
ΔE to the lowest compared entry with this formula, charge and spin (kJ/mol): 0.0
DFT total energy (a.u.): -3774.232690
Multiplicity: 2
Max |F| (eV/Å): 0.546
Charge: 0
Kohn-Sham gap (spin up / spin down) (eV): 7.02 / 7.11

XYZ file:
```
93
Properties=species:S:1:pos:R:3:forces:R:3
Ti -0.5812 -0.0034 0.7643 -0.1 0.4 -0.3
C 3.3218 0.0574 1.7941 0.0 0.0 0.0
C 3.1830 1.5393 1.4607 0.0 0.0 0.0
C 1.8666 1.9299 0.7909 0.0 0.0 0.0
N 0.6722 1.5196 1.5161 0.0 0.0 0.2
C 0.2765 2.2106 2.5646 0.0 0.0 0.0
C 0.9650 3.3429 3.0623 0.0 0.0 0.0
C 0.8318 4.0471 4.2400 0.0 0.0 0.0
C -0.0270 3.8488 5.3136 0.0 0.0 0.0
C -1.0522 2.9245 5.3534 0.0 0.0 0.0
C -1.5100 2.0531 4.3767 -0.1 0.0 0.0
C -1.0396 1.7713 3.0798 0.0 0.0 0.1
N -1.6952 1.0113 2.2120 0.1 0.0 0.1
C -3.0650 0.6249 2.4986 0.0 0.0 0.0
C -3.1512 -0.7388 3.1752 0.0 0.0 0.0
C -2.6514 -1.8330 2.2429 0.0 0.0 0.0
N -1.2495 -1.7028 1.8777 0.0 0.0 0.0
C -0.3780 -2.6330 2.2093 0.0 0.0 0.0
C -0.6053 -3.5851 3.2336 0.0 0.0 0.0
C 0.1086 -4.6948 3.6316 0.0 0.0 0.0
C 1.2559 -5.2663 3.0956 0.0 0.0 0.0
C 1.9743 -4.7627 2.0295 0.0 0.0 0.0
C 1.8131 -3.5863 1.3130 0.0 0.0 0.0
C 0.8760 -2.5420 1.4218 0.0 0.0 0.0
N 0.9577 -1.4212 0.7251 0.0 0.1 0.0
C 2.1010 -1.1762 -0.1432 0.0 0.0 0.0
C 3.4184 -0.8825 0.5921 0.0 0.0 0.0
H 2.4928 -0.2544 2.4349 0.0 0.0 0.0
H 4.2283 -0.0682 2.3914 0.0 0.0 0.0
H 3.9969 1.8362 0.7894 0.0 0.0 0.0
H 3.3110 2.1164 2.3797 0.0 0.0 0.0
H 1.8095 1.4875 -0.1992 0.0 0.0 0.0
H 1.8450 3.0098 0.6080 0.0 0.0 0.0
H 1.7639 3.6954 2.4255 0.0 0.0 0.0
H 1.5384 4.8634 4.3525 0.0 0.0 0.0
H 0.1113 4.4785 6.1829 0.0 0.0 0.0
H -1.6185 2.8924 6.2788 0.0 0.0 0.0
H -2.3805 1.4842 4.6726 0.0 0.0 0.0
H -3.5956 0.5729 1.5422 0.0 0.0 0.0
H -3.5721 1.3919 3.0886 0.0 0.0 0.0
H -4.1938 -0.9479 3.4305 0.0 0.0 0.0
H -2.5740 -0.7433 4.1045 0.0 0.0 0.0
H -3.2239 -1.7573 1.3096 0.0 0.0 0.0
H -2.8722 -2.8193 2.6524 0.0 0.0 0.0
H -1.4802 -3.3839 3.8373 0.0 0.0 0.0
H -0.3117 -5.2122 4.4883 0.0 0.0 0.0
H 1.6105 -6.1828 3.5488 0.0 0.0 0.0
H 2.8199 -5.3631 1.7089 0.0 0.0 0.0
H 2.5518 -3.4408 0.5378 0.0 0.0 0.0
H 1.8397 -0.3411 -0.7944 0.0 0.0 0.0
H 2.2514 -2.0192 -0.8275 0.0 0.0 0.0
H 4.1227 -0.4780 -0.1424 0.0 0.0 0.0
H 3.8468 -1.8240 0.9411 0.0 0.0 0.0
C -1.4297 -3.4245 -3.3597 0.0 0.1 0.0
C -2.4083 -3.2159 -2.1996 -0.1 -0.1 0.2
C -3.8348 -3.0003 -2.7180 0.0 0.0 0.0
C -2.3588 -4.4137 -1.2376 0.0 0.0 0.0
C -1.9950 -2.0373 -1.4173 0.3 0.1 -0.3
N -1.6027 -1.1708 -0.7794 -0.3 -0.4 -0.1
H -1.7142 -4.3365 -3.8871 0.0 0.0 0.0
H -0.4071 -3.5393 -2.9958 0.0 0.0 0.0
H -1.4757 -2.5857 -4.0511 0.1 0.1 0.0
H -4.1310 -3.8784 -3.2943 0.0 0.0 0.0
H -3.8857 -2.1198 -3.3541 0.0 0.1 -0.1
H -4.5360 -2.8772 -1.8916 0.0 0.0 0.0
H -2.6506 -5.3135 -1.7809 0.0 0.0 0.0
H -3.0463 -4.2760 -0.4021 0.0 0.0 0.0
H -1.3535 -4.5580 -0.8394 0.0 0.0 0.0
S -1.9300 0.4559 -4.0085 0.0 -0.1 0.1
P -0.7809 1.6553 -2.9515 -0.1 -0.1 -0.1
S -1.1240 1.9218 -0.9644 0.1 -0.1 0.2
C -0.7980 3.3335 -3.6711 0.0 0.1 0.0
C -0.7120 4.4816 -2.8909 0.0 0.0 0.0
C -0.6759 5.7333 -3.4923 0.0 0.0 0.0
C -0.7205 5.8444 -4.8735 0.0 0.0 0.0
C -0.8087 4.7003 -5.6561 0.0 0.0 0.0
C -0.8513 3.4509 -5.0587 0.0 0.0 0.0
C 0.9864 1.1995 -3.1278 0.0 0.0 0.0
C 1.3602 -0.0244 -3.6649 0.0 0.0 0.0
C 2.7032 -0.3655 -3.7741 0.0 0.0 0.0
C 3.6824 0.5227 -3.3572 0.0 0.0 0.0
C 3.3159 1.7579 -2.8338 0.0 0.0 0.0
C 1.9759 2.0932 -2.7191 0.0 0.0 0.0
H -0.6878 4.3933 -1.8124 0.0 0.0 0.0
H -0.6180 6.6220 -2.8766 0.0 0.0 0.0
H -0.6943 6.8209 -5.3407 0.0 0.0 0.0
H -0.8527 4.7818 -6.7348 0.0 0.0 0.0
H -0.9437 2.5571 -5.6630 0.0 0.0 0.0
H 0.5875 -0.6939 -4.0146 -0.1 -0.1 0.0
H 2.9829 -1.3230 -4.1963 0.0 0.0 0.0
H 4.7294 0.2613 -3.4479 0.0 0.0 0.0
H 4.0765 2.4627 -2.5202 0.0 0.0 0.0
H 1.6932 3.0588 -2.3153 0.0 0.0 0.0
```
Forces are in eV/Å.

Results of the Löwdin charge analysis, in e, for atoms 1 through 6: atom 1 (Ti): 0.81, atom 2 (C): -0.19, atom 3 (C): -0.17, atom 4 (C): -0.25, atom 5 (N): -0.09, atom 6 (C): -0.21